{"formula": "C45H45N8O6PS2SeTeY", "method": "wB97M-V/def2-TZVPD", "energy_ev": -176255.0240, "max_force_ha_per_bohr": 0.0165, "relative_energy_kcal_mol": 0.0, "multiplicity": 1, "total_charge": -1, "symbols": ["Te", "Y", "Se", "S", "S", "P", "O", "O", "O", "O", "O", "O", "N", "N", "N", "N", "N", "N", "N", "N", "C", "C", "C", "C", "C", "C", "C", "C", "C", "C", "C", "C", "C", "C", "C", "C", "C", "C", "C", "C", "C", "C", "C", "C", "C", "C", "C", "C", "C", "C", "C", "C", "C", "C", "C", "C", "C", "C", "C", "C", "C", "C", "C", "C", "C", "H", "H", "H", "H", "H", "H", "H", "H", "H", "H", "H", "H", "H", "H", "H", "H", "H", "H", "H", "H", "H", "H", "H", "H", "H", "H", "H", "H", "H", "H", "H", "H", "H", "H", "H", "H", "H", "H", "H", "H", "H", "H", "H", "H", "H"], "xyz": [[0.078554, -3.763850, 1.391728], [-0.956354, -1.109607, 0.466336], [-9.084938, -1.163151, 0.347004], [0.709865, 1.958110, 3.986068], [-2.087833, 1.104814, 3.366930], [0.266338, 1.909847, -1.606148], [-3.240052, -3.796834, -3.378857], [-0.013632, 0.767092, -0.694522], [-2.237849, -2.211185, -1.007937], [0.430336, -1.744979, -1.286639], [-0.871485, -4.345565, -5.062818], [1.389230, -2.816866, -3.919000], [-0.109923, 3.333422, -0.873883], [-7.857655, -0.025476, -0.283817], [-3.075480, 0.328821, 0.183584], [-3.090532, -1.878281, 1.755837], [-7.881152, -2.123661, 1.256291], [1.840862, 2.053939, -2.077714], [-0.599125, 1.716732, -2.990730], [0.157311, 0.216372, 2.163366], [1.878443, -2.758885, 3.706445], [0.308011, 5.575997, -0.252601], [-4.197018, 2.067716, -1.021323], [-1.575452, -2.709145, -2.008089], [1.539055, 0.380031, 2.147836], [-2.093426, -3.467043, -3.137920], [-1.798025, 0.679583, -4.713016], [2.037826, 1.307117, 3.071799], [-5.473386, -2.066903, 1.620603], [-0.498413, 2.617228, -4.147555], [4.261600, 0.903345, 2.309633], [5.596323, -2.309673, 4.389335], [-4.252066, -3.519133, 3.054046], [-3.058392, 1.466638, -0.495696], [0.295860, -2.983404, -3.411559], [-0.239260, 3.420070, 0.596030], [-5.409893, 1.451352, -0.829443], [-4.268775, -1.453724, 1.275737], [-0.896484, 1.741623, -5.339576], [-0.543011, 4.893382, 0.816327], [-0.884367, -3.721476, -4.031552], [-5.449630, 0.273014, -0.087771], [2.416102, -0.286100, 1.292408], [-6.706645, -0.410611, 0.188664], [3.085614, -2.454313, 4.325642], [4.306989, -2.666926, 3.700815], [-4.259230, -0.258021, 0.413015], [-5.455460, -3.131300, 2.521182], [-6.718183, -1.576078, 1.043710], [3.106691, -3.489382, 1.752789], [2.832970, 2.506709, -1.084655], [3.875559, 1.395944, -3.007446], [-0.437694, 0.985188, 3.060886], [1.881948, -3.272706, 2.398665], [-0.202176, -2.454909, -2.140506], [-3.092801, -2.867520, 2.639142], [4.294543, -3.197631, 2.421361], [3.770241, -0.020965, 1.386443], [3.185520, -3.986025, 0.334723], [-1.094385, 0.382155, -3.398862], [4.197856, 2.172174, -1.717069], [0.152559, 4.653795, -1.464462], [0.605189, -2.529570, 4.473924], [2.443073, 0.922635, -2.807782], [3.398058, 1.575025, 3.159742], [-0.109696, -1.940415, 3.899714], [-0.266415, -0.317200, -3.549234], [-4.105110, 2.994217, -1.571013], [0.807096, -2.004551, 5.409161], [2.051966, -1.000079, 0.560542], [-6.332329, 1.857631, -1.222377], [-2.092694, 1.924892, -0.637733], [5.768971, -2.937442, 5.266874], [4.785527, 1.569024, -1.024991], [-1.380201, 2.317058, -6.128448], [-1.912551, -0.213236, -5.325519], [-1.754399, -0.044114, -2.645126], [-6.385638, -3.614648, 2.788163], [4.205292, -3.899085, -0.044082], [2.705116, 3.571630, -0.882838], [0.001339, 6.598816, -0.470361], [-1.184134, 3.463335, -4.034312], [2.398718, 0.002611, -2.212946], [-1.023397, 2.761423, 0.965606], [-2.121274, -3.174286, 3.004878], [-4.179361, -4.324626, 3.770857], [4.557063, 0.566418, -3.188158], [5.236300, -3.356448, 1.903451], [6.446735, -2.434221, 3.717664], [2.713782, 1.967014, -0.140530], [2.514485, -3.426529, -0.320365], [-1.603605, 5.084514, 0.634694], [3.777277, 2.289112, 3.880306], [-0.308755, 5.208239, 1.832082], [0.513958, 3.017152, -4.249148], [-2.791788, 1.091564, -4.515498], [0.696966, 3.139665, 1.089935], [1.353377, 5.597581, 0.065338], [0.116831, -3.480042, 4.705558], [1.048083, 4.634419, -2.090997], [3.920355, 2.065960, -3.868379], [5.584147, -1.270893, 4.727822], [4.771713, 3.073608, -1.931507], [4.456479, -0.549573, 0.737106], [-0.687240, 4.967979, -2.092215], [-0.009845, 1.266528, -5.764997], [3.066389, -2.031017, 5.326016], [5.326296, 1.092898, 2.367838], [2.878855, -5.032119, 0.261001], [1.912985, 0.738221, -3.742876]], "atomic_forces_ev_per_a": [[0.12, -0.58, 0.40], [0.04, 0.58, -0.62], [0.11, 0.00, 0.01], [0.02, 0.06, -0.02], [-0.03, -0.01, -0.03], [0.17, -0.37, -0.25], [0.01, -0.01, 0.02], [-0.50, 0.16, 0.53], [-0.06, -0.06, -0.15], [-0.04, -0.02, 0.00], [-0.01, 0.01, -0.02], [0.02, 0.00, 0.00], [-0.01, 0.04, -0.02], [-0.08, -0.02, 0.02], [0.01, -0.01, -0.14], [0.01, -0.01, -0.01], [-0.08, 0.03, -0.02], [0.06, 0.09, 0.00], [-0.02, 0.03, 0.04], [0.30, 0.04, 0.16], [-0.04, -0.02, -0.01], [0.01, 0.01, -0.01], [0.01, 0.01, 0.01], [-0.08, 0.06, 0.06], [-0.04, 0.03, -0.05], [0.02, -0.03, -0.05], [-0.03, 0.01, 0.02], [0.04, -0.06, -0.01], [-0.01, -0.02, 0.03], [0.02, 0.00, 0.00], [0.02, -0.01, -0.03], [0.02, 0.01, 0.01], [0.00, -0.01, 0.01], [-0.01, -0.04, -0.01], [-0.03, -0.02, 0.01], [0.07, -0.04, 0.02], [0.01, 0.01, 0.01], [-0.01, 0.03, -0.01], [0.01, 0.00, -0.01], [0.00, 0.01, 0.01], [0.01, 0.03, 0.03], [-0.02, 0.00, -0.02], [0.02, 0.05, -0.02], [0.03, -0.04, 0.03], [0.01, 0.03, -0.02], [0.00, 0.00, -0.02], [0.01, 0.00, 0.00], [0.03, 0.01, 0.01], [0.02, 0.02, -0.04], [0.01, 0.04, 0.00], [-0.01, -0.03, 0.04], [-0.01, 0.04, 0.00], [-0.06, -0.06, 0.09], [0.10, -0.04, 0.05], [0.03, -0.04, -0.07], [0.01, 0.03, 0.01], [-0.01, 0.05, -0.02], [0.00, 0.00, 0.02], [-0.01, -0.03, -0.02], [0.04, 0.01, -0.01], [0.02, 0.00, 0.00], [0.01, 0.00, -0.02], [0.00, 0.02, 0.03], [-0.03, -0.03, 0.01], [-0.01, 0.03, 0.01], [-0.02, 0.06, -0.04], [-0.02, 0.05, -0.01], [-0.01, -0.01, 0.00], [0.01, -0.02, 0.00], [-0.02, -0.02, 0.01], [0.00, 0.00, 0.00], [-0.05, -0.01, -0.04], [0.00, 0.00, 0.00], [-0.02, -0.02, 0.00], [0.00, 0.00, 0.00], [0.01, 0.00, -0.01], [-0.04, 0.03, 0.03], [-0.01, 0.00, -0.01], [0.01, -0.02, 0.00], [0.01, 0.01, -0.04], [0.00, 0.00, 0.00], [-0.01, -0.01, 0.00], [-0.01, -0.01, -0.02], [0.02, 0.00, 0.07], [-0.01, 0.00, 0.00], [-0.01, 0.00, 0.00], [0.01, 0.00, 0.01], [0.00, -0.01, 0.01], [0.00, 0.00, 0.00], [0.02, 0.02, 0.04], [0.02, 0.02, -0.01], [-0.01, 0.00, 0.00], [-0.01, 0.00, 0.00], [0.01, 0.01, -0.01], [0.00, 0.01, 0.00], [0.01, 0.00, -0.01], [-0.01, -0.02, 0.04], [-0.01, -0.01, 0.01], [0.00, 0.00, -0.03], [-0.02, 0.01, -0.01], [0.00, -0.02, -0.01], [-0.01, 0.00, -0.01], [0.01, 0.00, 0.02], [0.01, -0.01, 0.00], [-0.01, 0.00, 0.02], [0.00, -0.01, 0.01], [0.00, 0.00, 0.00], [0.00, 0.00, 0.00], [-0.03, 0.01, 0.01], [0.00, 0.02, 0.01]]}